1.
Formula: C29H61BO15
Source: OMol25
Level of theory: ωB97M-V/def2-TZVPD

Summary:
Spin multiplicity: 1
E_LUMO in eV: 0.67
HOMO-LUMO gap in eV: 10.258
HOMO energy in eV: -9.6
SMILES: CCCBCCCCCC.CCOC(=O)OC.CCOC(=O)OC.CCOC(=O)OC.CCOC(=O)OC.CCOC(=O)OC

Each line ends with the Mulliken charge.
Positions of all 106 atoms, in Å:
C -1.3802 -1.5780 -2.0204  -1.1195
C -1.6838 -1.2695 -3.5300  -0.0300
C -0.3272 -1.0083 -4.2956  -0.7751
B -0.4202 0.4031 -5.0852  0.3772
C 0.9486 1.2487 -5.1950  -0.7477
C 1.1967 1.7824 -6.6681  -0.5136
C 0.9016 3.3150 -6.6854  -0.8455
C 1.6668 4.0971 -7.8106  -0.4587
C 1.6524 5.6231 -7.3941  -0.5075
C 0.9295 6.5018 -8.4800  -1.1633
H -1.3410 -2.6758 -1.9105  0.2529
H -0.3899 -1.2033 -1.7044  0.3420
H -2.1202 -1.1199 -1.3420  0.2451
H -2.3756 -0.4216 -3.6561  0.0722
H -2.1581 -2.1508 -4.0012  0.3333
H 0.5511 -0.9609 -3.6241  0.3397
H -0.1349 -1.7902 -5.0613  0.2112
H -1.4547 0.7796 -5.5323  -0.1338
H 0.8330 2.0865 -4.4711  0.3523
H 1.8151 0.6639 -4.8254  0.2566
H 0.5154 1.2720 -7.3788  0.3410
H 2.2319 1.5326 -6.9477  0.3463
H 1.2914 3.7344 -5.7375  0.3883
H -0.1867 3.4881 -6.7195  0.2197
H 1.2104 3.9541 -8.8049  0.3364
H 2.7206 3.7788 -7.8744  0.3173
H 1.0404 5.7302 -6.4776  0.2669
H 2.6617 5.9890 -7.1476  0.3840
H 1.2226 6.2254 -9.5040  0.3188
H 1.1337 7.5562 -8.2355  0.3408
H -0.1471 6.2620 -8.3843  0.2823
C -2.7889 2.4195 -2.6802  -0.5530
C -3.9856 1.7653 -2.0205  -0.1859
O -4.5399 2.6100 -1.0055  -0.3759
C -5.3427 3.5768 -1.4501  0.7609
O -5.6389 3.7819 -2.5948  -0.5527
O -5.7525 4.2863 -0.3979  -0.3673
C -6.5803 5.3980 -0.7388  -0.6356
H -2.0559 2.7239 -1.9306  0.2959
H -2.3133 1.7350 -3.3817  -0.1613
H -3.0831 3.3182 -3.2240  0.3964
H -3.6742 0.8487 -1.5194  0.1823
H -4.7464 1.4913 -2.7527  0.3225
H -7.4187 5.0891 -1.3618  0.3010
H -5.9909 6.1639 -1.2440  0.3025
H -6.9710 5.8132 0.1875  0.2396
C -3.2950 11.4203 0.4499  -1.0949
C -2.8266 10.5152 -0.6714  -0.1919
O -3.8854 9.6609 -1.1205  -0.3328
C -4.7473 10.2236 -1.9669  0.7117
O -4.7045 11.3491 -2.3797  -0.5548
O -5.6795 9.3166 -2.2657  -0.2394
C -6.7085 9.8063 -3.1250  -0.6813
H -3.7407 10.8329 1.2546  0.2899
H -2.4615 11.9971 0.8522  0.3566
H -4.0576 12.1162 0.0981  0.3110
H -2.0372 9.8574 -0.3084  0.2937
H -2.4147 11.0879 -1.5031  0.3109
H -6.2905 10.2581 -4.0233  0.3014
H -7.3324 10.5243 -2.5924  0.3121
H -7.3216 8.9559 -3.4150  0.2098
C 1.9279 -6.9859 1.4494  -1.1420
C 0.4787 -6.9304 1.0119  0.0103
O 0.3191 -6.0630 -0.1190  -0.3475
C 0.6307 -6.6018 -1.2964  0.7306
O 1.0117 -7.7237 -1.4862  -0.5593
O 0.4577 -5.6669 -2.2337  -0.2576
C 0.8140 -6.0929 -3.5477  -0.6531
H 2.3142 -5.9799 1.6214  0.2752
H 2.0313 -7.5662 2.3666  0.3365
H 2.5524 -7.4424 0.6800  0.3847
H -0.1294 -6.5096 1.8127  0.1169
H 0.0859 -7.9248 0.7961  0.3213
H 0.3082 -7.0204 -3.8126  0.3133
H 1.8948 -6.2136 -3.6234  0.3117
H 0.4989 -5.3137 -4.2383  0.1631
C 2.2286 -5.1739 7.3603  -0.9197
C 1.2860 -6.3472 7.5327  -0.2099
O -0.0780 -5.9458 7.3494  -0.3751
C -0.4740 -5.8455 6.0821  0.8041
O 0.1946 -6.0676 5.1099  -0.5644
O -1.7444 -5.4383 6.0794  -0.3426
C -2.2823 -5.2314 4.7740  -0.6071
H 1.9351 -4.3481 8.0113  0.2970
H 3.2533 -5.4645 7.5970  0.2391
H 2.2047 -4.7992 6.3361  0.2959
H 1.3574 -6.7301 8.5505  0.2931
H 1.5403 -7.1671 6.8601  0.3045
H -2.1456 -6.1117 4.1471  0.2660
H -1.8205 -4.3590 4.3111  0.2891
H -3.3479 -5.0459 4.8871  0.2221
C 8.8464 -7.6102 9.5681  -1.0953
C 8.2336 -7.0584 8.2969  -0.1901
O 6.9445 -6.4871 8.5520  -0.3370
C 6.9609 -5.2520 9.0521  0.7329
O 7.9361 -4.5949 9.2885  -0.5544
O 5.6968 -4.8765 9.2583  -0.2611
C 5.5667 -3.5849 9.8515  -0.6868
H 8.1592 -8.3056 10.0532  0.2920
H 9.7806 -8.1292 9.3508  0.3582
H 9.0537 -6.8114 10.2811  0.3094
H 8.0733 -7.8669 7.5841  0.2883
H 8.8899 -6.3302 7.8190  0.3137
H 6.1178 -2.8342 9.2870  0.3325
H 5.9089 -3.6106 10.8862  0.3050
H 4.5102 -3.3260 9.8378  0.1960

2.
Formula: C2H4N2O2
Source: OMol25
Level of theory: ωB97M-V/def2-TZVPD

Summary:
Spin multiplicity: 1
E_LUMO in eV: 0.48
Energy above the lowest of the compared OMol25 structures with the same formula, charge and spin in kcal per mole: 28.2
HOMO-LUMO gap in eV: 10.880
HOMO energy in eV: -10.4
SMILES: NC(=O)NC=O

Each line ends with the natural charge from an NBO analysis.
Positions of all 10 atoms, in Å:
N 1.7463 0.5138 -0.2155  -0.8386
C 0.4956 0.0629 0.4820  0.7867
O 0.1932 0.1765 1.6509  -0.5806
N -0.4520 -0.6029 -0.3682  -0.6841
C -1.7655 -0.0704 -0.1586  0.5403
O -2.6464 -0.0425 -0.9782  -0.5379
H 2.0919 -0.4687 -0.5912  0.3772
H 2.3439 0.6738 0.6711  0.3914
H -0.1791 -0.6128 -1.3504  0.3977
H -1.8280 0.3702 0.8581  0.1479

3.
Formula: C22H25N5O7P2RuS
Source: OMol25
Level of theory: ωB97M-V/def2-TZVPD

Summary:
Spin multiplicity: 2
E_LUMO (alpha / beta) in eV: 1.56 / 1.40
Energy above the lowest of the compared OMol25 structures with the same formula, charge and spin in kcal per mole: 8.1
Charge: -1
HOMO-LUMO gap (alpha / beta) in eV: 5.710 / 5.483
HOMO energy (alpha / beta) in eV: -4.1 / -4.1

Each line ends with the Löwdin spin population.
Positions of all 63 atoms, in Å:
Ru 0.0673 -0.2225 -0.5357  0.8565
C -0.5680 -4.0794 4.0251  -0.0001
C 0.8276 -3.6244 3.6108  0.0001
N 0.9994 -3.5190 2.1594  0.0019
C 0.5578 -2.4330 1.4622  0.0064
S 1.4704 -2.0024 0.0613  0.0350
N -0.4819 -1.7826 1.9409  0.0078
N -0.8119 -0.6737 1.2211  -0.0041
C -1.9629 -0.1650 1.4720  -0.0071
C -2.9144 -0.8230 2.4174  -0.0015
C -2.2663 1.0564 0.7084  0.0020
C -3.4110 1.8124 0.8932  -0.0019
C -3.6022 2.9603 0.1401  0.0032
C -2.6425 3.3330 -0.7780  -0.0018
C -1.5295 2.5220 -0.9215  0.0045
N -1.3439 1.4180 -0.2002  0.0045
H -0.6420 -4.1111 5.1155  0.0000
H -0.7792 -5.0733 3.6254  0.0000
H -1.3069 -3.3820 3.6380  0.0000
H 1.5631 -4.3479 3.9623  0.0000
H 1.0480 -2.6585 4.0749  0.0001
H 1.8815 -3.8399 1.7953  -0.0001
H -2.9602 -1.8842 2.1768  -0.0003
H -3.9150 -0.3989 2.3434  0.0000
H -2.5659 -0.7361 3.4491  -0.0004
H -4.1477 1.5012 1.6200  -0.0002
H -4.4965 3.5567 0.2692  0.0002
H -2.7460 4.2251 -1.3790  -0.0001
H -0.7595 2.7671 -1.6392  0.0003
O -0.1809 1.5531 -4.0244  0.0007
P -0.2094 -0.0199 -3.5867  0.0019
O -0.1504 -0.8719 -4.7787  0.0001
O 0.8400 -0.1596 -2.4830  0.0106
O -1.6349 -0.0116 -2.8084  0.0128
P -2.3148 -1.3962 -2.2433  0.0015
O -3.6668 -0.7644 -1.6120  0.0007
O -2.6733 -2.3542 -3.2853  -0.0004
O -1.3671 -1.7749 -1.0887  0.0124
H -0.5358 1.5868 -4.9238  0.0001
H -3.4667 -0.3092 -0.7864  -0.0001
C 3.8909 3.5740 -2.3410  0.0056
C 2.6304 3.1272 -2.7107  -0.0005
C 1.8648 2.3682 -1.8407  0.0050
C 2.3153 2.0400 -0.5582  0.0006
C 3.6110 2.4762 -0.2118  0.0049
C 4.3758 3.2323 -1.0841  -0.0005
N 1.5415 1.2658 0.3162  0.0236
C 1.7210 1.4844 1.6810  0.0005
C 1.6036 0.4499 2.6160  0.0054
C 1.7879 0.6740 3.9728  -0.0005
C 2.0843 1.9413 4.4533  0.0059
C 2.1675 2.9919 3.5457  -0.0005
C 1.9776 2.7745 2.1914  0.0049
H 4.4928 4.1612 -3.0251  0.0004
H 2.2328 3.3513 -3.6945  -0.0002
H 0.9101 2.0056 -2.1612  0.0000
H 4.0276 2.1787 0.7412  0.0001
H 5.3690 3.5478 -0.7835  -0.0002
H 1.4176 -0.5365 2.2523  0.0000
H 1.6963 -0.1570 4.6656  -0.0002
H 2.2536 2.1087 5.5109  0.0004
H 2.3751 3.9956 3.8997  -0.0002
H 2.0089 3.6112 1.5057  0.0001

4.
Formula: C10H24Br4O6S2
Source: OMol25
Level of theory: ωB97M-V/def2-TZVPD

Summary:
Spin multiplicity: 1
E_LUMO in eV: 0.30
Energy above the lowest of the compared OMol25 structures with the same formula, charge and spin in kcal per mole: 57.3
HOMO-LUMO gap in eV: 10.367
HOMO energy in eV: -10.1
SMILES: CCOS(C)(=O)=O.CCOS(C)(=O)=O.BrCCBr.BrCCBr

Each line ends with the natural charge from an NBO analysis.
Positions of all 46 atoms, in Å:
C 29.0047 4.7232 -6.6949  -0.6241
C 28.7714 6.1379 -6.1962  -0.0802
O 28.8212 7.0042 -7.2841  -0.7090
S 28.4516 8.5272 -6.9688  2.3165
C 29.9560 9.0025 -5.9813  -0.8541
O 28.3334 9.3564 -8.1478  -0.8853
O 27.2867 8.3877 -6.0638  -0.9426
H 29.8794 4.6372 -7.3395  0.2238
H 28.0580 4.2529 -6.9610  0.2228
H 29.2011 4.2216 -5.7473  0.2107
H 27.8116 6.1905 -5.6823  0.2130
H 29.5468 6.3733 -5.4672  0.1616
H 29.6820 8.6991 -4.9708  0.2468
H 29.9444 10.0845 -6.1120  0.2514
H 30.8781 8.5292 -6.3186  0.2482
C 12.4401 11.7684 -0.8265  -0.6513
C 13.7967 11.0315 -1.0845  -0.0846
O 14.3418 11.0716 -2.3697  -0.6901
S 15.1743 12.3716 -2.9024  2.3059
C 16.3179 12.5844 -1.4925  -0.8612
O 16.0927 11.9895 -3.9916  -0.9021
O 14.3336 13.5508 -3.0930  -0.9053
H 12.2408 12.7038 -1.3495  0.2377
H 12.5219 12.0141 0.2322  0.2103
H 11.5293 11.2232 -1.0741  0.2179
H 14.4341 11.3080 -0.2446  0.1782
H 13.5648 9.9812 -0.9077  0.2053
H 15.7564 13.1392 -0.7409  0.2334
H 17.1737 13.1484 -1.8636  0.2628
H 16.5257 11.5529 -1.2083  0.2430
Br 22.8924 13.6129 -3.7039  -0.0642
C 22.4018 12.0969 -4.9327  -0.3979
C 22.7034 10.8504 -4.0407  -0.4561
Br 21.9657 9.2896 -5.0218  -0.0102
H 23.0753 12.0746 -5.7894  0.2311
H 21.3615 12.3138 -5.1752  0.2350
H 22.4550 10.9518 -2.9842  0.2328
H 23.7720 10.7464 -3.8525  0.2296
Br 28.3486 11.2946 -1.0364  -0.0284
C 28.2290 13.2821 -1.3177  -0.4396
C 29.1300 13.8223 -2.4157  -0.4485
Br 28.1503 14.6621 -3.9432  -0.0111
H 28.2856 13.8498 -0.3890  0.2306
H 27.2363 13.4544 -1.7334  0.2372
H 29.7305 13.0005 -2.8059  0.2322
H 29.9292 14.4695 -2.0545  0.2279

5.
Formula: C6H26N2O6
Source: OMol25
Level of theory: ωB97M-V/def2-TZVPD

Summary:
Spin multiplicity: 2
E_LUMO (alpha / beta) in eV: 2.55 / 2.51
Energy above the lowest of the compared OMol25 structures with the same formula, charge and spin in kcal per mole: 11.5
Charge: -1
HOMO-LUMO gap (alpha / beta) in eV: 2.091 / 7.421
HOMO energy (alpha / beta) in eV: 0.5 / -4.9

Each line ends with the Löwdin spin population.
Positions of all 40 atoms, in Å:
C -2.9187 -2.3988 -0.9030  0.0057
C -1.4134 -2.1541 -1.0195  0.0027
C -0.6687 -1.5889 0.2003  0.0364
C 0.1902 -0.4103 -0.2048  0.0285
C 0.2715 0.3860 -1.2751  0.0070
N 1.1894 1.4277 -1.3010  0.0051
C 1.7394 1.6530 -2.6500  0.0152
N -0.6464 -3.3510 -1.4850  0.0034
H -3.3391 -2.8967 -1.7908  0.0004
H -3.4048 -1.4237 -0.8583  0.0014
H -3.0974 -3.1535 -0.1264  0.0030
H -1.3217 -1.4646 -1.8640  0.0005
H 0.0697 -2.3006 0.6003  0.0274
H -1.2793 -1.3368 1.0771  0.0189
H 0.9728 -0.2814 0.5441  0.0261
H -0.4819 0.3325 -2.0494  0.0006
H 2.0463 1.2528 -0.7647  0.0063
H 2.7927 1.3158 -2.7738  0.0064
H 1.8512 2.6964 -2.9400  0.0014
H 1.2937 1.0021 -3.3980  0.0005
H -0.2545 -3.1459 -2.3965  0.0007
H -1.2588 -4.1409 -1.6656  0.0005
H 3.0807 3.4646 1.0248  0.0062
H 2.1445 2.8052 2.1519  0.0112
O 2.5468 3.6073 1.8069  0.0294
H -0.6332 1.8190 3.0523  0.0056
H 0.5011 0.5744 3.0437  0.0245
O 0.2533 1.4895 2.8861  0.0567
H -3.1947 1.5883 3.1751  0.0066
H -2.0240 1.6680 2.2584  0.0039
O -2.5081 2.2063 2.9028  0.0215
H 3.7444 0.1342 -0.0840  0.0461
H 4.5847 1.4834 0.0492  0.0204
O 3.8281 1.0657 -0.3595  0.1194
H 1.9295 -1.2273 4.1593  0.0944
H 0.7334 -2.1380 4.0547  0.0811
O 1.0182 -1.2398 3.8271  0.2720
H -2.2975 0.4584 -1.8131  0.0002
H -3.3826 0.9906 -2.8353  0.0003
O -2.6567 1.2311 -2.2563  0.0024